--- one ---
Entry from OMol25: a structure of composition C5H10NO2 (ωB97M-V with the def2-TZVPD basis set).

The geometry in ORCA input format:
```
! wB97M-V def2-TZVPD RIJCOSX def2/J DEFGRID3
* xyz 1 1
C -1.53 -1.17 -0.39
C 0.15 -0.07 -0.33
C 1.12 -0.39 0.50
C 1.08 -1.43 1.56
C -0.28 2.20 -0.40
N 0.01 0.97 -1.12
O 2.36 0.02 0.32
O -2.37 -0.81 -1.25
H -1.61 -2.06 0.07
H 0.97 -2.44 1.22
H 1.91 -1.42 2.21
H 0.20 -1.23 2.29
H -1.25 2.50 -0.62
H -0.19 2.09 0.59
H 0.31 2.98 -0.71
H 2.62 0.82 -0.28
H -0.46 0.86 -2.11
H -3.05 -1.44 -1.55
*
```

Computed properties:
- LUMO level (Ha) = -0.1883
- orbital gap (eV) = 7.522

--- two ---
Entry from OMol25: the ion C5H10NO2 with charge +1 (ωB97M-V with the def2-TZVPD basis set).

The geometry in ORCA input format:
```
! wB97M-V def2-TZVPD RIJCOSX def2/J DEFGRID3
* xyz 1 1
C -1.92 -0.84 -0.04
C -1.17 1.66 -0.16
C -0.79 0.31 0.00
C 1.38 -0.02 -1.17
C 1.35 0.31 1.19
N 0.56 -0.20 0.04
O -2.34 1.95 -0.07
O -1.51 -2.05 0.10
H -2.90 -0.64 -0.13
H -0.24 2.24 -0.25
H 0.69 -0.37 -1.97
H 1.63 0.95 -1.21
H 2.20 -0.61 -1.21
H 1.56 1.39 0.91
H 0.97 0.14 2.20
H 2.14 -0.39 1.29
H 0.51 -1.15 0.04
H -2.14 -2.70 0.42
*
```

Computed properties:
- LUMO level (spin up / spin down) (Ha) = -0.1675 / -0.1675
- orbital gap (spin up / spin down) (eV) = 8.709 / 8.709
- structure (SMILES) = C[NH+](C)/C(C=O)=C\O

Which is most stable, and by how much? two, by 117.6 kJ/mol.

--- one ---
Entry from OMol25: the ion C5H10NO2 with charge +1 (ωB97M-V with the def2-TZVPD basis set).

The geometry in ORCA input format:
```
! wB97M-V def2-TZVPD RIJCOSX def2/J DEFGRID3
* xyz 1 1
C 0.36 -0.36 0.02
C -0.88 -0.14 -0.42
C 1.28 0.78 0.56
C -1.79 -1.24 -0.75
C 0.88 2.16 0.60
N 1.00 -1.64 0.09
O 2.39 0.41 1.07
O -1.34 1.09 -0.63
H -1.08 -2.12 -0.72
H -2.40 -1.06 -1.62
H -2.29 -1.26 0.28
H -0.13 2.24 1.11
H 0.64 2.28 -0.47
H 1.59 2.99 0.89
H 0.61 -2.29 0.84
H 2.43 -0.66 1.10
H 0.91 -2.21 -0.78
H -2.18 1.06 -1.16
*
```

Computed properties:
- LUMO level (Ha) = -0.1622
- orbital gap (eV) = 9.546

--- two ---
Entry from OMol25: the ion C5H10NO2 with charge +1 (ωB97M-V with the def2-TZVPD basis set).

The geometry in ORCA input format:
```
! wB97M-V def2-TZVPD RIJCOSX def2/J DEFGRID3
* xyz 1 1
C 0.35 -1.31 1.49
C -1.53 -0.96 0.04
C -0.21 -0.56 0.48
C 1.05 0.39 -1.55
C 0.38 0.68 -0.14
N -0.68 1.62 -0.40
O -2.30 -0.38 -0.65
O 1.51 -1.11 2.06
H -0.19 -2.19 1.76
H -1.87 -1.83 0.62
H 0.31 0.04 -2.18
H 1.42 1.19 -2.07
H 1.94 -0.17 -1.47
H 1.15 1.12 0.48
H -0.31 2.40 -0.88
H -1.12 1.84 0.55
H -1.44 0.99 -0.99
H 1.53 -1.74 2.84
*
```

Computed properties:
- LUMO level (Ha) = -0.1306
- orbital gap (eV) = 10.358
- structure (SMILES) = C[C@@H]([NH3+])/C(C=O)=C\O

Which is most stable, and by how much? two, by 18.6 kJ/mol.

--- one ---
Entry from OMol25: a cluster of 3 separate species, C3H12O3 in total (ωB97M-V with the def2-TZVPD basis set).

The geometry in ORCA input format:
```
! wB97M-V def2-TZVPD RIJCOSX def2/J DEFGRID3
* xyz 0 1
C -4.00 22.52 9.95
O -4.84 21.70 10.74
H -4.49 23.18 9.24
H -3.31 23.10 10.58
H -3.32 21.86 9.39
H -5.15 22.21 11.49
C 2.21 23.77 9.96
O 2.52 23.47 8.61
H 3.09 24.05 10.54
H 1.52 24.61 9.96
H 1.78 22.90 10.46
H 3.11 22.71 8.60
C -1.11 22.70 6.73
O -0.53 23.42 7.78
H -0.91 23.14 5.75
H -0.72 21.67 6.69
H -2.19 22.62 6.82
H 0.43 23.38 7.76
*
```

Computed properties:
- LUMO level (Ha) = 0.0268
- orbital gap (eV) = 10.817
- structure (SMILES) = CO.CO.CO

--- two ---
Entry from OMol25: a structure of composition C3H12O3 (ωB97M-V with the def2-TZVPD basis set).

The geometry in ORCA input format:
```
! wB97M-V def2-TZVPD RIJCOSX def2/J DEFGRID3
* xyz 0 1
C 45.16 28.41 56.22
O 44.63 27.14 55.88
H 44.33 29.23 56.77
H 45.70 28.66 55.24
H 45.85 28.50 56.88
H 43.86 27.12 56.00
C 41.70 25.85 55.49
O 41.84 27.04 56.23
H 42.00 26.24 54.52
H 40.74 25.25 55.71
H 42.55 25.04 55.84
H 41.67 27.94 55.66
C 41.54 29.99 54.48
O 42.08 29.76 55.67
H 42.22 30.84 53.68
H 40.59 30.50 54.68
H 41.32 29.14 54.22
H 41.59 30.27 56.35
*
```

Computed properties:
- LUMO level (Ha) = 0.0180
- orbital gap (eV) = 10.352

--- three ---
Entry from OMol25: a cluster of 3 separate species, C3H12O3 in total (ωB97M-V with the def2-TZVPD basis set).

The geometry in ORCA input format:
```
! wB97M-V def2-TZVPD RIJCOSX def2/J DEFGRID3
* xyz 0 1
C 0.32 -0.54 0.47
O 1.07 -0.77 -0.75
C -1.18 -0.76 0.36
C -2.01 0.50 0.05
H 0.73 -1.21 1.21
H 0.50 0.51 0.69
H 0.72 -1.57 -1.16
H -1.40 -1.51 -0.40
H -1.49 -1.20 1.30
H -1.40 1.36 -0.21
H -2.67 0.34 -0.81
H -2.65 0.76 0.90
H 3.09 0.98 2.08
H 2.95 -0.39 1.52
O 3.11 0.06 2.37
H -0.11 1.46 -3.24
H 0.44 0.55 -2.11
O 0.00 1.40 -2.28
*
```

Computed properties:
- LUMO level (Ha) = 0.0256
- orbital gap (eV) = 11.458
- structure (SMILES) = CCCO.O.O

Which is most stable, and by how much? three, by 107.6 kJ/mol.

--- one ---
Entry from OMol25: a structure of composition C4H12NO3 (ωB97M-V with the def2-TZVPD basis set).

The geometry in ORCA input format:
```
! wB97M-V def2-TZVPD RIJCOSX def2/J DEFGRID3
* xyz -1 1
C -0.59 -0.64 1.72
C 0.27 -0.86 0.44
C 0.23 -2.40 0.04
O -1.17 -2.86 0.19
N -0.32 -0.10 -0.75
C -0.56 1.42 -0.65
O 0.46 2.09 0.07
H -1.52 -0.15 1.33
H -0.09 0.01 2.44
H -0.94 -1.56 2.11
H 1.32 -0.60 0.59
H 0.41 -2.52 -0.94
H 0.88 -3.02 0.69
H -1.67 -2.37 -0.43
H 0.43 -0.20 -1.51
H -0.61 1.88 -1.67
H -1.35 1.64 -0.05
H 1.15 2.74 -0.80
H 2.02 4.09 -1.16
O 1.66 3.41 -1.66
*
```

Computed properties:
- LUMO level (Ha) = 0.1320
- orbital gap (eV) = 7.448

--- two ---
Entry from OMol25: a structure of composition C4H12NO3 (ωB97M-V with the def2-TZVPD basis set).

The geometry in ORCA input format:
```
! wB97M-V def2-TZVPD RIJCOSX def2/J DEFGRID3
* xyz -1 1
C -0.85 0.13 -0.95
C -0.82 -0.43 0.47
C -1.49 0.40 1.55
O -2.87 0.63 1.24
N 0.61 -0.72 0.91
C 1.64 0.21 0.66
O 1.94 0.93 -0.67
H -1.84 0.51 -1.21
H -0.28 1.04 -0.77
H -0.38 -0.37 -1.79
H -1.25 -1.44 0.50
H -0.99 1.36 1.61
H -1.35 -0.13 2.49
H -3.23 -0.25 1.07
H 1.11 -0.60 -0.23
H 2.60 -0.29 0.76
H 1.68 1.06 1.36
H 2.06 -1.51 -2.99
H 2.06 0.17 -1.34
O 1.63 -0.70 -2.65
*
```

Computed properties:
- LUMO level (Ha) = 0.1258
- orbital gap (eV) = 7.212

Which is most stable, and by how much? one, by 273.3 kJ/mol.

--- one ---
Entry from OMol25: the ion CHN2 with charge +1 (ωB97M-V with the def2-TZVPD basis set).

The geometry in ORCA input format:
```
! wB97M-V def2-TZVPD RIJCOSX def2/J DEFGRID3
* xyz 1 1
C 0.51 0.12 0.02
N -1.52 -0.25 0.13
N -0.53 -0.13 -0.49
H 1.53 0.27 0.34
*
```

Computed properties:
- LUMO level (spin up / spin down) (Ha) = -0.3370 / -0.3367
- orbital gap (spin up / spin down) (eV) = 8.493 / 8.489

--- two ---
Entry from OMol25: the ion CHN2 with charge +1 (ωB97M-V with the def2-TZVPD basis set).

The geometry in ORCA input format:
```
! wB97M-V def2-TZVPD RIJCOSX def2/J DEFGRID3
* xyz 1 1
C -1.63 1.38 0.52
N -1.06 1.41 -0.75
N -0.62 0.61 0.09
H 0.26 -0.26 0.01
*
```

Computed properties:
- LUMO level (Ha) = -0.3260
- orbital gap (eV) = 10.059
- structure (SMILES) = C1#[N+]N1

Which is most stable, and by how much? two, by 26.9 kJ/mol.

--- one ---
Entry from OMol25: a cluster of 2 separate species, C3H5N4 in total (ωB97M-V with the def2-TZVPD basis set).

The geometry in ORCA input format:
```
! wB97M-V def2-TZVPD RIJCOSX def2/J DEFGRID3
* xyz 1 1
C 1.46 0.90 0.98
C 0.59 -0.15 0.34
C -1.64 1.07 0.21
N -1.28 -2.51 -2.66
N 1.39 2.01 1.44
N -1.19 -1.79 -1.84
N -0.81 0.18 -0.02
H 2.46 0.40 1.00
H 1.08 -0.49 -0.59
H 0.55 -1.00 1.03
H -1.49 1.98 0.77
H -1.13 -0.61 -0.66
*
```

Computed properties:
- LUMO level (spin up / spin down) (Ha) = -0.2592 / -0.1910
- orbital gap (spin up / spin down) (eV) = 7.239 / 11.144

--- two ---
Entry from OMol25: the ion C3H5N4 with charge +1 (ωB97M-V with the def2-TZVPD basis set).

The geometry in ORCA input format:
```
! wB97M-V def2-TZVPD RIJCOSX def2/J DEFGRID3
* xyz 1 1
C 1.10 -0.61 1.16
C 1.53 -1.08 2.40
C -1.31 0.12 -1.35
N 0.73 -0.09 2.37
N 0.94 -0.16 0.03
N 0.65 0.91 -0.48
N -0.32 1.12 -1.19
H 1.77 -1.91 3.01
H -1.00 -0.66 -2.12
H -1.66 -0.22 -0.41
H -2.14 0.60 -1.74
H -0.30 1.98 -1.68
*
```

Computed properties:
- LUMO level (Ha) = -0.1722
- orbital gap (eV) = 10.286
- structure (SMILES) = C/[NH+]=N\N=c1\cn1

--- three ---
Entry from OMol25: the ion C3H5N4 with charge +1 (ωB97M-V with the def2-TZVPD basis set).

The geometry in ORCA input format:
```
! wB97M-V def2-TZVPD RIJCOSX def2/J DEFGRID3
* xyz 1 1
C 0.12 -1.61 -0.35
C 0.43 1.42 -0.31
C -0.85 -0.45 0.55
N 1.26 -1.07 -0.25
N 1.59 1.10 0.15
N 1.83 -0.12 0.35
N -0.73 0.81 -0.15
H -0.28 -2.53 -0.74
H 0.51 2.47 -0.71
H -1.97 -0.62 0.59
H -0.43 -0.60 1.58
H -1.46 1.22 -0.71
*
```

Computed properties:
- LUMO level (spin up / spin down) (Ha) = -0.2265 / -0.2265
- orbital gap (spin up / spin down) (eV) = 8.982 / 8.982
- structure (SMILES) = C1=NN=NC=[NH+]C1

Which is most stable, and by how much? one, by 14.3 kJ/mol.